Here is the molecule C4H9OP in a non-equilibrium geometry from the OMol25 dataset. Energies are from the ωB97M-V functional and the def2-TZVPD basis.

Values from the calculation:
- Calculated total energy: -574.2762 hartree
- HOMO: -9.18 eV
- HOMO-LUMO gap: 0.374 Eh
- SMILES: C=C[C@@H](P)OC
- Energy relative to the best compared isomer or geometry (same formula, charge and spin): 64.2 kcal per mole

Element x y z (Å)
C1 0.95 1.39 -1.21
C2 0.15 1.51 -0.14
C3 -0.55 0.19 0.30
P1 -2.45 0.02 -0.23
O1 0.01 -1.02 -0.21
C4 1.19 -1.69 0.34
H1 1.50 2.31 -1.52
H2 1.11 0.54 -1.87
H3 -0.12 2.27 0.59
H4 -0.39 0.02 1.47
H5 -2.91 1.00 0.59
H6 -2.69 -1.19 0.67
H7 1.42 -2.32 -0.39
H8 0.88 -2.16 1.18
H9 1.89 -0.89 0.43

Here is a 2-piece molecular cluster, C4H9OP overall in a non-equilibrium geometry from the OMol25 dataset. Energies are from the ωB97M-V functional and the def2-TZVPD basis.

Values from the calculation:
- Calculated total energy: -574.1584 hartree
- HOMO (spin up / spin down): -7.42 / -9.53 eV
- HOMO-LUMO gap (spin up / spin down): 0.312 / 0.292 Eh
- Spin multiplicity: 3
- Expectation value of S²: 2.028
- Energy relative to the best compared isomer or geometry (same formula, charge and spin): 75.1 kcal per mole

Element x y z (Å)
C1 -2.31 0.16 -0.03
C2 -1.12 0.73 0.15
C3 1.50 0.83 0.31
C4 0.17 0.04 0.15
O1 2.54 0.06 -0.14
P1 0.65 -1.65 -0.04
H1 -3.29 0.57 0.12
H2 -2.40 -0.95 -0.21
H3 -1.24 1.80 0.43
H4 1.73 1.21 1.32
H5 1.29 1.71 -0.23
H6 0.27 -0.38 -2.11
H7 2.30 -0.12 -1.02
H8 -0.67 -2.26 -0.16
H9 0.59 -1.74 1.45

Here is a 2-piece molecular cluster, C4H9OPS overall in a non-equilibrium geometry from the OMol25 dataset. Energies are from the ωB97M-V functional and the def2-TZVPD basis.

Values from the calculation:
- Calculated total energy: -972.4624 hartree
- HOMO (spin up / spin down): -8.77 / -8.77 eV
- HOMO-LUMO gap (spin up / spin down): 0.251 / 0.251 Eh
- Energy relative to the best compared isomer or geometry (same formula, charge and spin): 101.6 kcal per mole

Element x y z (Å)
C1 0.66 0.25 -1.48
C2 -0.68 -0.39 -1.20
C3 1.56 0.26 -0.22
C4 -1.33 0.14 0.16
O1 0.17 -1.84 2.74
P1 0.21 0.50 1.17
S1 0.29 2.26 2.02
H1 1.12 -0.13 -2.32
H2 0.57 1.37 -1.90
H3 -1.49 -0.23 -1.90
H4 -0.69 -1.47 -1.05
H5 1.99 -0.68 -0.16
H6 2.16 1.06 -0.03
H7 -1.82 1.10 0.31
H8 -2.07 -0.63 0.66
H9 -0.64 -1.60 3.18

Here is the molecule C4HBrCl2N2O2 in a non-equilibrium geometry from the OMol25 dataset. Energies are from the ωB97M-V functional and the def2-TZVPD basis.

Values from the calculation:
- Calculated total energy: -3907.2169 hartree
- HOMO: -9.54 eV
- HOMO-LUMO gap: 0.307 Eh
- SMILES: O=[N+]([O-])[C@]1(Cl)C=NC(Br)=C1Cl
- Energy relative to the best compared isomer or geometry (same formula, charge and spin): 0.0 kcal per mole

Element x y z (Å)
O1 1.35 -0.58 2.02
N1 1.00 -1.21 1.02
O2 0.87 -2.36 0.87
C1 0.72 -0.37 -0.19
Cl1 1.17 -1.16 -1.68
C2 0.87 1.19 -0.17
N2 -0.25 1.86 -0.21
C3 -1.34 1.04 -0.32
Br1 -3.05 1.91 -0.34
C4 -1.16 -0.27 -0.16
Cl2 -2.00 -1.62 -0.34
H1 1.81 1.58 -0.49

Here is the molecule C4HCl3O in a non-equilibrium geometry from the OMol25 dataset. Energies are from the ωB97M-V functional and the def2-TZVPD basis.

Values from the calculation:
- Calculated total energy: -1608.7284 hartree
- HOMO: -10.76 eV
- HOMO-LUMO gap: 0.359 Eh
- SMILES: C#CC(=O)C(Cl)(Cl)Cl
- Energy relative to the best compared isomer or geometry (same formula, charge and spin): 0.0 kcal per mole

Element x y z (Å)
C1 -0.07 -0.38 1.07
C2 -1.11 -0.61 0.53
C3 -2.31 -0.98 -0.24
O1 -2.35 -1.93 -1.03
C4 -3.38 0.11 -0.02
Cl1 -3.59 0.87 -1.65
Cl2 -5.02 -0.54 0.36
Cl3 -2.93 1.12 1.26
H1 0.71 0.01 1.64

Here is a 2-piece molecular cluster, C4HClNO3 overall in a non-equilibrium geometry from the OMol25 dataset. Energies are from the ωB97M-V functional and the def2-TZVPD basis.

Values from the calculation:
- Calculated total energy: -893.6905 hartree
- HOMO: -3.93 eV
- HOMO-LUMO gap: 0.274 Eh
- Energy relative to the best compared isomer or geometry (same formula, charge and spin): 3.2 kcal per mole
- Net charge: -1

Element x y z (Å)
C1 -0.33 0.27 0.05
C2 1.04 -0.01 0.06
C3 1.73 1.20 0.19
C4 4.47 0.34 -0.05
N1 -0.54 1.56 0.17
O1 4.54 0.64 -1.16
O2 4.56 0.01 1.05
O3 0.75 2.11 0.25
Cl1 1.73 -1.60 -0.08
H1 -1.16 -0.41 -0.03